# 1
{
  "formula": "C32H39BN2O12S2",
  "method": "ωB97M-V/def2-TZVPD",
  "gap_ha": 0.2515,
  "max_force_ev_per_a": 0.69,
  "homo_energy_ev": -8.5,
  "lumo_energy_ha": -0.059,
  "elements": ["C", "O", "B", "O", "C", "C", "C", "C", "C", "C", "C", "C", "C", "C", "C", "O", "C", "C", "O", "C", "N", "S", "N", "C", "C", "C", "C", "C", "S", "H", "H", "H", "H", "H", "H", "H", "H", "H", "H", "H", "H", "H", "H", "H", "H", "H", "H", "H", "H", "H", "H", "H", "H", "H", "H", "H", "H", "H", "H", "H", "C", "C", "C", "O", "C", "C", "C", "O", "O", "O", "H", "H", "H", "H", "C", "C", "C", "O", "C", "C", "C", "O", "O", "O", "H", "H", "H", "H"],
  "coordinates": [[2.3354, -4.2376, 0.4777], [2.8529, -4.0592, -0.8333], [3.3184, -2.8139, -1.1972], [4.5533, -2.7614, -1.7898], [2.4740, -1.5012, -1.0076], [2.4400, -0.8654, 0.2732], [1.7644, 0.2740, 0.5583], [1.8478, 0.8393, 1.9631], [0.8043, 1.8668, 2.3840], [-0.5718, 1.2325, 2.5418], [-1.6938, 2.2611, 2.7732], [-2.5681, 2.5048, 1.5513], [-3.4381, 1.3079, 1.0786], [-3.6086, 0.1648, 2.0684], [-4.5504, -0.9013, 1.5346], [-3.9988, -1.3728, 0.2924], [-4.6522, -2.3615, -0.3648], [-5.3975, -3.3866, 0.4536], [-4.5815, -2.4237, -1.5656], [1.0352, 0.8248, -0.5296], [0.2715, 1.9241, -0.5065], [-0.3495, 2.0895, -1.9673], [0.2845, 0.8386, -2.7109], [1.0472, 0.1917, -1.8234], [1.7946, -0.9890, -2.0752], [1.8776, -1.7096, -3.4047], [1.0201, -1.2400, -4.5787], [-0.4338, -1.7251, -4.4424], [-1.6327, -0.6520, -5.2740], [2.4023, -5.2906, 0.7344], [2.9023, -3.6739, 1.2185], [1.2905, -3.9297, 0.5382], [4.7458, -3.6161, -2.1944], [3.0064, -1.3312, 1.0720], [1.7344, -0.0181, 2.6316], [2.8567, 1.2207, 2.1265], [1.1133, 2.2531, 3.3598], [0.7694, 2.7261, 1.7200], [-0.7960, 0.6519, 1.6450], [-0.5370, 0.5496, 3.3927], [-1.2254, 3.2173, 3.0254], [-2.2766, 1.9944, 3.6545], [-3.2195, 3.3634, 1.7233], [-1.9119, 2.7891, 0.7291], [-3.0591, 0.9449, 0.1270], [-4.4412, 1.6936, 0.8755], [-4.0047, 0.5177, 3.0216], [-2.6682, -0.3473, 2.2698], [-5.5566, -0.5091, 1.3834], [-4.5641, -1.7318, 2.2404], [-4.8316, -3.6846, 1.3336], [-5.5354, -4.2549, -0.1803], [-6.3666, -3.0067, 0.7695], [2.9272, -1.6816, -3.7116], [1.6402, -2.7652, -3.2378], [1.0686, -0.1710, -4.7484], [1.4420, -1.7158, -5.4665], [-0.6882, -1.7965, -3.3872], [-0.4971, -2.7323, -4.8491], [-2.4930, -0.5106, -4.2639], [-5.3786, 5.1248, 7.0556], [-4.5612, 4.0639, 7.1074], [-4.1798, 3.2880, 5.8718], [-3.4245, 2.3430, 6.0138], [-4.7306, 3.6973, 4.5986], [-5.5530, 4.7537, 4.5425], [-5.9197, 5.5435, 5.7762], [-6.6600, 6.4962, 5.6210], [-6.1066, 5.1975, 3.4258], [-4.0211, 3.6044, 8.2263], [-5.6575, 5.6883, 7.9345], [-4.4589, 3.1222, 3.7241], [-6.6458, 5.9725, 3.6786], [-3.4742, 2.8369, 7.9692], [8.6217, -1.9906, -4.2930], [7.4115, -1.6806, -3.8017], [6.2335, -1.3904, -4.7024], [5.1847, -1.1089, -4.1554], [6.4227, -1.4516, -6.1383], [7.6318, -1.7637, -6.6248], [8.8084, -2.0598, -5.7262], [9.8580, -2.3470, -6.2735], [7.9077, -1.8384, -7.9178], [7.1414, -1.6170, -2.5106], [9.4707, -2.2010, -3.6583], [5.5768, -1.2319, -6.7744], [8.8522, -2.0829, -7.9777], [6.1793, -1.4434, -2.4233]],
  "forces_ev_per_a": [[-0.4, 0.0, 0.0], [0.5, 0.0, 0.1], [-0.2, -0.2, 0.0], [-0.4, 0.1, -0.5], [0.4, 0.0, 0.5], [0.2, -0.4, -0.2], [-0.1, 0.2, 0.3], [-0.2, 0.0, -0.2], [0.1, 0.0, 0.4], [-0.2, 0.3, -0.1], [0.3, 0.2, 0.1], [-0.2, -0.3, -0.1], [0.0, 0.5, 0.2], [-0.1, -0.3, -0.4], [0.6, -0.2, 0.3], [-0.4, 0.1, -0.1], [0.1, 0.0, -0.5], [0.2, -0.1, 0.0], [0.1, 0.0, 0.5], [0.0, 0.0, -0.1], [-0.1, 0.1, 0.0], [-0.1, 0.2, 0.0], [-0.1, 0.0, -0.2], [-0.1, 0.1, 0.1], [-0.2, -0.3, -0.1], [0.2, 0.2, -0.3], [-0.1, -0.4, -0.2], [0.4, 0.1, 0.3], [-0.1, 0.0, -0.3], [0.0, -0.1, -0.1], [0.1, 0.0, 0.0], [0.0, 0.0, 0.0], [0.3, -0.1, 0.3], [0.0, 0.0, 0.1], [0.1, 0.0, 0.1], [0.0, 0.1, -0.1], [0.0, 0.1, 0.0], [0.0, -0.1, -0.2], [0.0, -0.1, 0.0], [0.0, -0.2, -0.1], [0.0, 0.0, 0.1], [-0.2, -0.1, 0.0], [0.0, 0.1, 0.1], [0.0, 0.1, 0.0], [0.0, -0.3, 0.0], [0.0, 0.0, -0.2], [0.0, 0.0, 0.1], [0.1, 0.2, 0.1], [-0.1, 0.0, -0.1], [-0.3, 0.0, 0.1], [0.0, 0.1, 0.1], [-0.1, 0.0, -0.1], [-0.1, 0.0, 0.0], [0.0, 0.0, 0.0], [0.0, -0.1, 0.1], [0.0, 0.1, 0.2], [0.0, 0.1, -0.1], [-0.2, 0.1, 0.0], [-0.2, -0.1, 0.0], [0.0, 0.0, 0.1], [-0.1, 0.1, 0.0], [0.0, 0.1, 0.1], [-0.1, 0.0, -0.3], [0.0, 0.0, 0.2], [0.1, -0.2, -0.1], [0.1, -0.1, 0.0], [0.1, 0.0, 0.3], [0.0, 0.0, -0.1], [0.0, 0.0, 0.0], [0.0, 0.0, 0.0], [0.0, 0.0, 0.0], [0.0, 0.0, 0.0], [0.0, 0.0, 0.0], [0.0, 0.0, 0.0], [0.1, 0.0, -0.1], [0.1, -0.1, 0.1], [0.0, 0.1, -0.2], [0.0, 0.1, -0.1], [-0.1, 0.0, 0.0], [-0.1, 0.0, -0.1], [0.0, 0.0, 0.3], [0.0, 0.0, -0.1], [0.0, 0.0, 0.0], [0.0, 0.0, -0.1], [0.0, 0.0, 0.0], [0.0, 0.0, 0.0], [0.0, 0.0, 0.0], [-0.1, -0.1, 0.0]]
}

# 2
{
  "formula": "C6H15N2",
  "method": "ωB97M-V/def2-TZVPD",
  "charge": 1,
  "gap_ha": 0.4120,
  "max_force_ev_per_a": 5.47,
  "homo_energy_ev": -14.2,
  "de_lowest_kj_mol": 306.81,
  "lumo_energy_ha": -0.111,
  "elements": ["C", "C", "C", "C", "C", "C", "N", "N", "H", "H", "H", "H", "H", "H", "H", "H", "H", "H", "H", "H", "H", "H", "H"],
  "coordinates": [[1.5399, -0.3315, -0.8745], [0.4405, 1.2457, -1.4061], [0.0541, 0.0203, -0.4486], [-1.7749, 0.5342, 1.3979], [0.2308, -0.9315, 1.9762], [-0.2475, 0.3148, 1.1039], [-0.8729, -0.9539, -1.1600], [1.3313, 0.3002, -2.1236], [2.2096, 0.2772, -0.3692], [1.7406, -1.4385, -0.7628], [-0.1738, 1.8191, -2.0150], [0.9200, 1.8041, -0.6223], [-2.3793, -0.2845, 1.7589], [-2.2054, 0.9501, 0.4102], [-1.7918, 1.2501, 2.1738], [-0.4859, -1.7067, 1.8923], [0.2181, -0.6811, 3.0861], [1.2137, -1.3302, 1.6744], [0.2718, 1.1310, 1.4174], [-1.9108, -0.5414, -1.2586], [-1.0332, -1.8007, -0.6051], [2.0772, 0.5841, -2.6460], [0.6280, -0.2309, -2.5993]],
  "forces_ev_per_a": [[-1.6, -4.5, 2.8], [-0.8, -0.8, 2.3], [-0.7, 0.0, 0.2], [0.9, 0.8, -2.8], [0.4, 1.6, 0.5], [-1.7, -4.7, -1.1], [-1.9, 2.0, 0.4], [-2.5, 0.3, 0.7], [1.4, 0.6, 1.4], [0.3, 1.3, -0.9], [-1.4, 0.9, -1.0], [0.9, 1.0, -0.6], [0.2, -0.7, -0.3], [0.1, -0.4, 1.9], [-0.4, 1.1, 0.6], [-0.7, -0.9, -0.3], [0.3, -0.1, -1.4], [-0.2, 0.3, 0.3], [1.6, 2.5, 0.6], [3.2, -0.9, 0.3], [0.4, 0.3, -0.1], [2.5, 1.0, -2.0], [-0.3, -1.0, -1.2]]
}

# 3
{
  "formula": "C37H45CrF4Ge2N3O7S",
  "method": "ωB97M-V/def2-TZVPD",
  "charge": 1,
  "gap_ha": [0.1501, 0.2215],
  "max_force_ev_per_a": 1.66,
  "homo_energy_ev": [-7.0, -10.1],
  "de_lowest_kj_mol": 219.39,
  "lumo_energy_ha": [-0.107, -0.150],
  "spin_multiplicity": 6,
  "elements": ["Cr", "F", "C", "C", "C", "C", "O", "C", "C", "N", "C", "C", "C", "C", "C", "C", "N", "C", "C", "N", "C", "C", "C", "O", "O", "H", "H", "H", "H", "H", "H", "H", "H", "H", "H", "H", "H", "H", "H", "H", "H", "H", "H", "C", "C", "C", "O", "C", "H", "H", "H", "H", "H", "H", "H", "H", "F", "C", "F", "F", "S", "O", "O", "O", "C", "Ge", "C", "C", "Ge", "C", "C", "C", "C", "C", "C", "C", "C", "C", "C", "C", "C", "H", "H", "H", "H", "H", "H", "H", "H", "H", "H", "H", "H", "H", "H", "H", "H", "H", "H", "H"],
  "coordinates": [[-2.4837, -1.5551, -0.0089], [3.2747, 1.9531, 1.0385], [3.1539, 0.6163, 0.8217], [1.8826, 0.1069, 0.6666], [1.6970, -1.2525, 0.3601], [0.4124, -1.8127, 0.1525], [-0.6554, -1.0445, 0.3686], [0.3331, -3.1729, -0.2765], [1.4461, -3.9272, -0.3451], [2.6859, -3.4390, -0.0214], [3.8340, -4.3089, -0.0843], [4.5557, -4.6443, 1.1881], [3.7213, -5.6820, 0.4994], [2.8575, -2.0783, 0.2589], [4.1117, -1.5365, 0.4590], [4.2879, -0.1658, 0.7487], [5.6264, 0.2988, 0.9738], [6.4963, 0.2518, -0.1887], [7.9401, 0.2080, 0.2538], [8.2108, 1.4389, 1.0907], [7.2684, 1.5131, 2.2745], [5.8439, 1.5005, 1.7567], [-0.9348, -3.7870, -0.7707], [-1.0794, -4.9799, -0.8470], [-1.8489, -2.8863, -1.1521], [1.0247, 0.7562, 0.7735], [1.3924, -4.9585, -0.6654], [4.4370, -4.1880, -0.9788], [4.1648, -4.2137, 2.1028], [5.6346, -4.7347, 1.1521], [2.7787, -5.9440, 0.9669], [4.2083, -6.4975, -0.0212], [4.9881, -2.1791, 0.4472], [6.3419, 1.1232, -0.8515], [6.2893, -0.6391, -0.7736], [8.6342, 0.2009, -0.5833], [8.1171, -0.6529, 0.8909], [8.0580, 2.2607, 0.5110], [9.1773, 1.4601, 1.3970], [7.4905, 2.4240, 2.8255], [7.4674, 0.6460, 2.8976], [5.6610, 2.4234, 1.1854], [5.1761, 1.5107, 2.6114], [-6.7661, -0.7729, -2.4629], [-5.8246, 0.1774, -3.2017], [-4.4938, -0.1885, -2.5789], [-4.7686, -0.5300, -1.2165], [-6.2052, -0.7197, -1.0579], [-6.6786, -1.7841, -2.8690], [-7.8129, -0.4685, -2.4931], [-6.0752, 1.2171, -2.9675], [-5.8225, 0.0457, -4.2827], [-3.8024, 0.6337, -2.5722], [-4.0376, -1.0509, -3.0776], [-6.5986, 0.1344, -0.5042], [-6.3893, -1.6226, -0.4910], [-3.2364, -1.8174, 4.0092], [-3.5107, -2.6610, 3.0232], [-2.3472, -3.0864, 2.4892], [-4.1836, -3.6884, 3.4754], [-4.4605, -1.7901, 1.7059], [-5.7469, -1.4852, 2.2175], [-3.5404, -0.6054, 1.4718], [-4.3127, -2.6707, 0.5412], [0.2757, -0.1906, -2.5929], [-0.8945, 1.3307, -2.2824], [0.1544, 2.9612, -2.1023], [-1.8488, 1.5388, -3.9753], [-2.2629, 1.0584, -0.1414], [-3.8248, 2.2175, -0.1926], [-4.8330, 2.2210, 0.7801], [-5.8328, 3.1826, 0.7438], [-5.8379, 4.1535, -0.2539], [-4.8441, 4.1598, -1.2209], [-3.8455, 3.1901, -1.1932], [-1.2613, 1.7080, 1.3925], [-0.5183, 2.8710, 1.1906], [0.2528, 3.4028, 2.2165], [0.2768, 2.7858, 3.4581], [-0.4749, 1.6348, 3.6738], [-1.2362, 1.0918, 2.6461], [0.3995, -0.2893, -3.6741], [-0.1682, -1.1089, -2.2040], [1.2484, -0.0414, -2.1215], [0.6434, 3.0959, -3.0739], [0.9171, 2.8737, -1.3233], [-0.4760, 3.8310, -1.8992], [-1.0898, 1.8943, -4.6801], [-2.6694, 2.2583, -3.9529], [-2.2213, 0.5771, -4.3253], [-4.8412, 1.4783, 1.5655], [-6.6087, 3.1790, 1.5030], [-6.6142, 4.9083, -0.2714], [-4.8437, 4.9137, -1.9995], [-3.0778, 3.2079, -1.9567], [-0.5448, 3.3799, 0.2303], [0.8369, 4.2991, 2.0386], [0.8701, 3.2055, 4.2620], [-0.4716, 1.1555, 4.6450], [-1.7984, 0.1863, 2.8283]],
  "forces_ev_per_a": [[0.3, -0.6, -0.5], [0.1, 0.1, 0.1], [0.0, 0.0, -0.1], [-0.1, 0.1, 0.0], [-0.1, -0.3, 0.0], [0.1, 0.1, 0.1], [-0.3, -0.1, 0.3], [-0.4, 0.5, 0.0], [0.5, -0.2, 0.0], [0.1, 0.0, 0.1], [-0.1, 0.1, 0.0], [0.1, 0.0, 0.1], [-0.1, -0.1, 0.0], [0.0, -0.1, -0.1], [0.2, -0.3, 0.0], [0.1, 0.1, 0.1], [0.0, 0.0, -0.1], [-0.2, 0.2, 0.1], [0.0, 0.1, 0.0], [-0.3, -0.3, 0.1], [0.0, 0.0, -0.1], [0.0, -0.2, -0.2], [-0.3, 0.5, 0.0], [-0.1, -0.1, -0.2], [0.0, -0.6, 0.0], [0.0, 0.0, 0.0], [0.0, 0.1, 0.0], [0.0, 0.0, 0.0], [0.0, 0.0, -0.1], [-0.1, 0.0, 0.0], [0.1, 0.0, -0.1], [0.0, 0.1, 0.0], [-0.2, 0.1, 0.0], [0.0, 0.0, 0.0], [-0.1, -0.1, 0.0], [0.0, 0.1, 0.0], [0.1, 0.0, 0.1], [0.0, 0.2, -0.1], [0.2, 0.0, 0.1], [0.1, 0.0, 0.0], [0.1, -0.1, 0.0], [0.0, 0.0, 0.0], [-0.1, 0.0, 0.1], [0.0, 0.0, -0.1], [-0.1, 0.0, 0.0], [-0.2, -0.3, 0.0], [-0.1, -0.2, 0.0], [0.2, 0.1, 0.0], [0.0, 0.1, 0.0], [0.1, 0.0, 0.0], [0.0, -0.1, 0.0], [0.0, 0.0, 0.0], [0.3, 0.4, -0.1], [0.0, 0.0, 0.0], [0.0, 0.1, 0.1], [0.1, -0.2, 0.1], [0.0, 0.0, 0.2], [0.3, 0.2, -0.3], [-0.2, 0.1, 0.1], [-0.2, -0.3, 0.2], [0.3, 0.1, 0.0], [0.1, 0.1, -0.1], [-0.2, -0.5, 0.0], [0.1, 0.4, 0.4], [0.0, -0.1, 0.1], [0.0, -0.5, -0.1], [0.2, 0.2, 0.2], [-0.3, 0.1, 0.0], [0.3, 1.5, -0.5], [-0.4, -0.2, 0.1], [0.1, 0.2, -0.2], [0.0, 0.0, 0.0], [0.0, 0.0, 0.0], [0.0, 0.0, 0.0], [-0.1, -0.1, 0.1], [0.1, -0.4, 0.4], [-0.2, 0.0, -0.1], [0.0, 0.0, 0.0], [-0.1, -0.1, 0.0], [0.0, 0.1, -0.1], [0.2, 0.1, 0.0], [0.0, 0.0, 0.1], [0.1, 0.1, -0.1], [-0.1, -0.1, 0.0], [0.0, 0.0, 0.1], [-0.1, 0.0, -0.2], [0.1, 0.0, -0.1], [-0.1, 0.0, 0.0], [0.1, -0.1, -0.1], [0.0, 0.0, 0.0], [0.0, 0.0, 0.0], [0.1, 0.0, -0.1], [0.0, 0.0, 0.0], [0.0, 0.0, 0.0], [0.0, 0.0, -0.1], [0.0, -0.1, 0.2], [-0.1, 0.0, 0.0], [0.0, 0.0, 0.0], [0.0, 0.0, 0.0], [0.0, 0.0, 0.0]]
}